<i>
# C7H16N

The ion C7H16N with charge +1 (ωB97M-V with the def2-TZVPD basis set, OMol25).

```
24
C7H16N ωB97M-V with the def2-TZVPD basis set
C -1.746 -1.573 -1.238
C -0.931 -1.531 0.094
C 0.446 -0.849 -0.099
C 0.590 0.471 -0.985
C 0.271 1.655 -0.024
C 1.162 2.784 0.332
C 1.258 3.111 1.598
N -0.652 -2.955 0.464
H -1.198 -2.094 -1.966
H -1.865 -0.637 -1.666
H -2.797 -1.958 -1.135
H -1.592 -1.053 0.741
H 1.034 -0.673 0.842
H 1.083 -1.480 -0.618
H 1.586 0.538 -1.531
H -0.083 0.366 -1.792
H -0.484 2.187 -0.605
H -0.045 1.148 0.898
H 1.690 3.196 -0.542
H 1.815 3.954 1.990
H 0.754 2.560 2.374
H -0.950 -3.559 -0.294
H -1.117 -3.171 1.311
H 0.430 -3.041 0.680
```

Structure (SMILES): C=CCCC[C@@H](C)[NH3+]
Charge: +1
LUMO energy, eV: -3.60
Frontier orbital gap, eV: 8.63

Löwdin population analysis, charges in e, atoms 1 to 8: number 1, C, carries -0.02; number 2, C, carries -0.29; number 3, C, carries -0.16; number 4, C, carries -0.14; number 5, C, carries -0.22; number 6, C, carries -0.19; number 7, C, carries 0.00; number 8, N, carries 0.22

***

<ii>
# C7H16N

A cluster of 2 separate species, C7H16N in total (ωB97M-V with the def2-TZVPD basis set, OMol25).

```
24
C7H16N ωB97M-V with the def2-TZVPD basis set
C -2.838 -1.196 -0.722
C -3.432 -0.071 -0.340
C -4.077 0.891 0.206
C 1.871 -1.134 0.927
C 3.223 0.413 -0.595
C 0.694 0.453 -0.500
C 1.945 0.272 0.230
N -0.552 0.557 0.400
H -2.014 -0.986 -1.434
H -3.157 -2.200 -0.665
H -4.958 1.551 -0.033
H -3.815 1.433 1.159
H 0.584 1.384 -1.083
H 1.995 -1.964 0.142
H 0.926 -1.359 1.422
H 2.628 -1.346 1.717
H 3.278 -0.478 -1.223
H 3.360 1.316 -1.173
H 4.021 0.513 -0.003
H 0.654 -0.378 -1.274
H 1.990 0.993 1.027
H -1.279 -0.120 -0.029
H -0.867 1.470 0.631
H -0.179 -0.015 1.212
```

Charge: +1
LUMO energy, eV: -3.11
Frontier orbital gap, eV: 10.71

Löwdin population analysis, charges in e, atoms 1 to 8: number 1, C, carries 0.00; number 2, C, carries -0.19; number 3, C, carries 0.01; number 4, C, carries -0.05; number 5, C, carries -0.03; number 6, C, carries -0.16; number 7, C, carries -0.43; number 8, N, carries 0.19

***

Stability summary: most stable <i>, least stable <ii>.

***

<i>
# C7H16N

A cluster of 2 separate species, C7H16N in total (ωB97M-V with the def2-TZVPD basis set, OMol25).

```
24
C7H16N ωB97M-V with the def2-TZVPD basis set
C 2.149 0.137 1.545
C 2.013 -0.264 0.118
C 2.262 0.438 -0.968
N 1.504 -1.670 -0.068
H 2.508 1.161 1.591
H 1.188 0.113 2.069
H 2.835 -0.525 2.078
H 2.111 0.014 -1.953
H 2.652 1.437 -0.867
H 0.492 -1.608 -0.228
H 1.687 -2.221 0.771
H 1.949 -2.108 -0.876
C -2.819 0.940 0.872
C -1.940 0.506 -0.272
C -1.437 1.373 -1.133
C -1.700 -0.963 -0.391
H -3.860 0.654 0.693
H -2.804 2.020 0.989
H -2.525 0.442 1.795
H -0.745 1.076 -1.916
H -1.664 2.430 -1.125
H -1.142 -1.240 -1.288
H -2.646 -1.508 -0.425
H -1.209 -1.403 0.490
```

Charge: +1
LUMO energy, eV: -3.44
Frontier orbital gap, eV: 9.16

Löwdin population analysis, charges in e, atoms 1 to 8: number 1, C, carries -0.02; number 2, C, carries -0.34; number 3, C, carries 0.11; number 4, N, carries 0.24; number 5, H, carries 0.10; number 6, H, carries 0.10; number 7, H, carries 0.10; number 8, H, carries 0.09

***

<ii>
# C7H16N

The ion C7H16N with charge +1 (ωB97M-V with the def2-TZVPD basis set, OMol25).

```
24
C7H16N ωB97M-V with the def2-TZVPD basis set
C 2.418 -0.393 -1.474
C 1.398 -0.053 -0.432
C 0.136 -0.907 -0.347
C -0.977 -0.205 0.489
C -1.375 -0.840 1.580
C -1.428 1.101 -0.084
C -2.943 1.211 -0.276
N 2.039 -0.202 0.949
H 3.262 0.302 -1.382
H 2.850 -1.392 -1.397
H 2.025 -0.295 -2.482
H 1.168 1.006 -0.520
H -0.346 -0.963 -1.327
H 0.260 -1.914 0.041
H -2.115 -0.524 2.302
H -0.916 -1.775 1.892
H -1.055 1.945 0.505
H -0.970 1.271 -1.063
H -3.226 1.049 -1.316
H -3.509 0.351 0.120
H -3.362 2.045 0.278
H 2.982 0.186 0.980
H 2.166 -1.182 1.211
H 1.518 0.178 1.752
```

Structure (SMILES): C=C(CC)C[C@H](C)[NH3+]
Charge: +1
LUMO energy, eV: -3.47
Frontier orbital gap, eV: 9.78

Löwdin population analysis, charges in e, atoms 1 to 8: number 1, C, carries -0.03; number 2, C, carries -0.33; number 3, C, carries -0.12; number 4, C, carries -0.32; number 5, C, carries 0.06; number 6, C, carries -0.22; number 7, C, carries -0.08; number 8, N, carries 0.22

***

Stability summary: most stable <ii>, least stable <i>.

***

<i>
# C4H7FeO3

A structure of composition C4H7FeO3 (ωB97M-V with the def2-TZVPD basis set, OMol25).

```
15
C4H7FeO3 ωB97M-V with the def2-TZVPD basis set
H -2.236 -0.059 -1.750
O -0.337 -0.338 1.063
C 0.676 -0.076 0.267
O 0.695 -0.270 -0.941
O 1.643 0.470 0.946
C 2.783 0.955 0.226
H 3.258 0.132 -0.320
H 2.475 1.746 -0.468
H 3.458 1.353 0.986
C -1.498 -0.930 0.534
H -1.460 -2.020 0.513
C -2.606 -0.177 0.341
H -2.629 0.861 0.681
H -3.550 -0.699 0.176
Fe -0.672 -0.948 -2.255
```

<S²>: 12.010
Spin multiplicity: 7
Charge: +1
LUMO energy (alpha / beta), eV: -3.94 / -6.97
Frontier orbital gap (alpha / beta), eV: 7.23 / 8.28

Löwdin population analysis, charges in e, atoms 1 to 8: number 1, H, carries 0.04; number 2, O, carries 0.10; number 3, C, carries -0.57; number 4, O, carries -0.10; number 5, O, carries 0.07; number 6, C, carries 0.02; number 7, H, carries 0.11; number 8, H, carries 0.11

***

<ii>
# C4H7FeO3

A structure of composition C4H7FeO3 (ωB97M-V with the def2-TZVPD basis set, OMol25).

```
15
C4H7FeO3 ωB97M-V with the def2-TZVPD basis set
H 2.655 0.326 -0.987
O 0.121 -0.939 0.328
C -0.682 0.087 0.387
O -0.336 1.258 0.536
O -1.919 -0.287 0.186
C -2.890 0.725 -0.095
H -2.926 1.449 0.727
H -2.644 1.232 -1.035
H -3.844 0.198 -0.181
C 1.539 -0.711 0.514
H 1.866 -1.027 1.509
C 2.325 -1.020 -0.650
H 1.813 -1.576 -1.448
H 3.293 -1.471 -0.402
Fe 1.629 1.756 0.610
```

<S²>: 12.007
Spin multiplicity: 7
Charge: +1
LUMO energy (alpha / beta), eV: -3.76 / -6.38
Frontier orbital gap (alpha / beta), eV: 8.11 / 9.27

Löwdin population analysis, charges in e, atoms 1 to 8: number 1, H, carries 0.14; number 2, O, carries 0.09; number 3, C, carries -0.58; number 4, O, carries -0.07; number 5, O, carries 0.06; number 6, C, carries 0.01; number 7, H, carries 0.11; number 8, H, carries 0.11

***

Stability summary: most stable <ii>, least stable <i>.

***

<i>
# C39H50I2N5O7RbSSi

A structure of composition C39H50I2N5O7RbSSi (ωB97M-V with the def2-TZVPD basis set, OMol25).

```
106
C39H50I2N5O7RbSSi ωB97M-V with the def2-TZVPD basis set
Rb -0.903 -0.589 0.563
C 4.576 0.019 -2.954
O 5.655 -0.681 -2.362
C 5.401 -1.949 -1.924
C 4.214 -2.636 -2.163
C 4.034 -3.909 -1.641
C 5.027 -4.514 -0.878
C 6.234 -3.843 -0.705
C 6.419 -2.568 -1.207
N 4.941 -5.852 -0.374
N 3.897 -6.307 0.150
C 2.777 -5.531 0.489
C 1.549 -6.141 0.246
C 0.345 -5.470 0.309
C 0.272 -4.090 0.656
O -0.779 -3.419 0.629
C 1.555 -3.492 1.106
N 1.482 -2.239 1.608
C 2.567 -1.678 2.087
C 3.806 -2.333 2.135
C 3.903 -3.595 1.618
C 2.771 -4.211 1.041
H 4.931 1.031 -3.135
H 3.707 0.055 -2.292
H 4.278 -0.432 -3.905
H 3.414 -2.183 -2.732
H 3.095 -4.419 -1.808
H 7.023 -4.334 -0.148
H 7.345 -2.029 -1.046
H 1.577 -7.178 -0.075
H -0.582 -5.968 0.056
H 2.459 -0.669 2.475
H 4.664 -1.843 2.578
H 4.840 -4.133 1.659
I -3.282 1.689 2.890
I -2.580 4.218 4.514
C -4.312 0.126 0.628
O -3.608 -0.068 1.832
H -3.722 0.673 -0.123
H -5.248 0.679 0.780
H -4.557 -0.859 0.217
S -0.215 -0.147 7.968
C -0.211 0.035 6.204
C -0.648 -1.026 5.424
C -0.564 -0.909 4.044
N -0.107 0.179 3.433
C 0.291 1.198 4.191
C 0.276 1.173 5.576
C -1.160 1.229 8.542
C -1.946 2.052 7.749
C -2.652 3.078 8.364
N -2.642 3.318 9.675
C -1.886 2.513 10.420
C -1.128 1.474 9.914
H -1.052 -1.920 5.878
H -0.907 -1.718 3.405
H 0.622 2.089 3.669
H 0.609 2.032 6.142
H -2.019 1.941 6.676
H -3.248 3.739 7.744
H -1.876 2.714 11.487
H -0.521 0.867 10.574
C 0.857 0.938 -6.178
C 0.634 0.838 -4.672
C 1.599 1.771 -3.941
C 0.834 -0.603 -4.203
O -0.709 1.232 -4.449
Si -1.371 1.596 -2.950
O -0.861 0.697 -1.780
O -3.015 1.554 -3.253
C -3.782 0.470 -3.748
C -3.236 -0.879 -3.283
C -3.786 0.535 -5.276
C -5.197 0.668 -3.212
O -1.074 3.227 -2.809
C -1.567 4.134 -1.834
C -0.469 5.172 -1.620
C -1.891 3.443 -0.512
C -2.824 4.798 -2.396
H 1.868 0.619 -6.447
H 0.711 1.969 -6.508
H 0.138 0.305 -6.700
H 2.633 1.539 -4.209
H 1.474 1.666 -2.861
H 1.386 2.807 -4.208
H 1.861 -0.934 -4.388
H 0.157 -1.268 -4.747
H 0.605 -0.670 -3.139
H -2.227 -1.040 -3.662
H -3.880 -1.687 -3.638
H -3.188 -0.913 -2.194
H -2.765 0.449 -5.647
H -4.190 1.495 -5.602
H -4.396 -0.269 -5.698
H -5.191 0.629 -2.121
H -5.872 -0.106 -3.588
H -5.574 1.646 -3.518
H 0.424 4.685 -1.226
H -0.790 5.942 -0.915
H -0.215 5.642 -2.573
H -1.018 2.906 -0.141
H -2.696 2.720 -0.646
H -2.205 4.171 0.240
H -2.586 5.306 -3.334
H -3.231 5.525 -1.690
H -3.575 4.034 -2.599
```

Charge: -2
LUMO energy, eV: 3.45
Frontier orbital gap, eV: 5.99

Löwdin population analysis, charges in e, atoms 1 to 8: number 1, Rb, carries 0.81; number 2, C, carries -0.10; number 3, O, carries -0.09; number 4, C, carries -0.29; number 5, C, carries 0.00; number 6, C, carries -0.01; number 7, C, carries -0.31; number 8, C, carries -0.05

***

<ii>
# C39H50I2N5O7RbSSi

A structure of composition C39H50I2N5O7RbSSi (ωB97M-V with the def2-TZVPD basis set, OMol25).

```
106
C39H50I2N5O7RbSSi ωB97M-V with the def2-TZVPD basis set
Rb -1.569 -2.531 -0.352
C -4.453 3.377 7.462
O -5.745 3.616 6.945
C -5.855 3.614 5.580
C -7.137 3.707 5.062
C -7.341 3.704 3.690
C -6.274 3.576 2.802
C -4.986 3.523 3.339
C -4.772 3.543 4.711
N -6.514 3.719 1.404
N -5.990 2.981 0.514
C -5.452 1.711 0.675
C -5.752 0.780 1.694
C -5.260 -0.499 1.710
C -4.371 -1.000 0.701
O -3.909 -2.154 0.707
C -4.039 -0.035 -0.375
N -3.166 -0.461 -1.317
C -2.783 0.363 -2.265
C -3.268 1.678 -2.364
C -4.171 2.121 -1.435
C -4.586 1.265 -0.389
H -4.554 3.349 8.544
H -3.753 4.173 7.192
H -4.050 2.422 7.113
H -7.971 3.778 5.752
H -8.344 3.780 3.286
H -4.141 3.458 2.664
H -3.757 3.491 5.083
H -6.442 1.066 2.471
H -5.545 -1.192 2.494
H -2.051 -0.017 -2.973
H -2.916 2.324 -3.159
H -4.570 3.127 -1.465
I -0.419 -5.518 0.889
I -0.081 -6.416 3.740
C 0.493 -4.856 -1.815
O -0.722 -4.945 -1.096
H 0.887 -5.843 -2.089
H 1.281 -4.330 -1.263
H 0.335 -4.288 -2.737
S 3.571 1.305 3.765
C 2.190 0.507 2.953
C 2.266 0.250 1.595
C 1.178 -0.350 0.968
N 0.073 -0.696 1.631
C 0.008 -0.445 2.939
C 1.033 0.164 3.645
C 4.270 -0.077 4.656
C 5.407 -0.703 4.164
C 5.959 -1.747 4.892
N 5.455 -2.191 6.045
C 4.354 -1.589 6.499
C 3.733 -0.530 5.853
H 3.156 0.501 1.030
H 1.189 -0.568 -0.104
H -0.905 -0.745 3.443
H 0.924 0.365 4.703
H 5.846 -0.381 3.228
H 6.846 -2.257 4.531
H 3.951 -1.971 7.432
H 2.855 -0.063 6.280
C 0.866 -0.403 -6.803
C 0.719 -1.168 -5.494
C 1.326 -2.564 -5.645
C -0.762 -1.291 -5.121
O 1.400 -0.395 -4.511
Si 1.769 -0.829 -2.929
O 0.589 -1.382 -2.075
O 2.475 0.587 -2.352
C 1.994 1.928 -2.466
C 0.462 2.008 -2.471
C 2.561 2.545 -3.746
C 2.521 2.688 -1.254
O 3.054 -1.883 -3.118
C 4.247 -2.077 -2.374
C 4.705 -3.503 -2.658
C 4.021 -1.908 -0.868
C 5.307 -1.081 -2.856
H 0.358 -0.924 -7.620
H 1.926 -0.294 -7.051
H 0.434 0.596 -6.694
H 0.841 -3.102 -6.465
H 1.203 -3.135 -4.719
H 2.399 -2.487 -5.842
H -1.280 -1.980 -5.795
H -1.248 -0.310 -5.177
H -0.839 -1.658 -4.092
H 0.060 1.587 -3.397
H 0.136 3.047 -2.376
H 0.057 1.425 -1.637
H 2.279 1.920 -4.595
H 3.653 2.591 -3.687
H 2.171 3.558 -3.896
H 2.068 2.293 -0.342
H 2.280 3.753 -1.333
H 3.607 2.574 -1.187
H 3.909 -4.203 -2.393
H 5.601 -3.747 -2.079
H 4.927 -3.618 -3.723
H 3.237 -2.592 -0.524
H 3.699 -0.884 -0.661
H 4.944 -2.114 -0.318
H 5.518 -1.250 -3.917
H 6.237 -1.190 -2.288
H 4.923 -0.065 -2.733
```

Charge: -2
LUMO energy, eV: 3.35
Frontier orbital gap, eV: 5.81

Löwdin population analysis, charges in e, atoms 1 to 8: number 1, Rb, carries 0.87; number 2, C, carries -0.11; number 3, O, carries -0.10; number 4, C, carries -0.30; number 5, C, carries -0.02; number 6, C, carries -0.04; number 7, C, carries -0.31; number 8, C, carries -0.03

***

Stability summary: most stable <i>, least stable <ii>.